ORCA calculation (ωB97M-V/def2-TZVPD) on a cluster of 2 separate species, C30H26O4 in total.

## Properties
Energy relative to the best compared isomer or geometry (same formula, charge and spin)   13.57 kcal per mole
Multiplicity   1
HOMO energy   -6.5 eV
DFT total energy   -39718.86486 eV

Positions of all 60 atoms, in Å:
C -1.89 -6.79 -0.11
O -0.61 -6.11 -0.13
C -0.61 -4.80 -0.45
C 0.60 -4.08 -0.23
C 0.63 -2.73 -0.48
C -0.52 -2.01 -0.95
C -0.40 -0.62 -1.16
C -1.43 0.34 -1.35
C -1.08 1.63 -1.86
C -2.00 2.62 -2.06
C -3.36 2.36 -1.78
O -4.25 3.34 -2.06
C -5.66 2.98 -2.08
C -3.75 1.11 -1.23
C -2.80 0.13 -1.01
C -1.69 -2.77 -1.23
C -1.75 -4.13 -0.98
H -1.65 -7.78 0.29
H -2.61 -6.28 0.55
H -2.31 -6.88 -1.12
H 1.47 -4.62 0.13
H 1.56 -2.18 -0.34
H 0.62 -0.24 -1.20
H -0.03 1.83 -2.08
H -1.71 3.60 -2.45
H -6.15 3.86 -2.49
H -5.84 2.10 -2.71
H -6.02 2.78 -1.06
H -4.80 0.92 -0.99
H -3.11 -0.80 -0.55
H -2.56 -2.30 -1.68
H -2.67 -4.69 -1.17
C 0.08 5.87 0.63
C 0.21 4.89 1.62
C 0.90 3.70 1.35
C 1.48 3.49 0.09
C 2.10 2.18 -0.31
C 2.65 1.37 0.72
C 3.13 0.05 0.46
C 3.57 -0.77 1.65
C 3.02 -0.61 2.93
C 3.33 -1.51 3.95
C 4.19 -2.59 3.71
C 4.74 -2.76 2.42
C 4.43 -1.86 1.41
O 3.14 -0.49 -0.66
O 2.04 1.83 -1.51
C 1.35 4.49 -0.90
C 0.66 5.67 -0.64
H -0.45 6.80 0.83
H -0.23 5.04 2.61
H 0.99 2.92 2.10
H 2.81 1.81 1.71
H 2.33 0.23 3.09
H 2.89 -1.36 4.94
H 4.43 -3.29 4.50
H 5.41 -3.59 2.20
H 4.83 -2.00 0.40
H 1.78 4.31 -1.88
H 0.58 6.41 -1.43



ORCA calculation (ωB97M-V/def2-TZVPD) on a structure of composition C30H27Br2IrN4OS2.

## Properties
Total charge   +1
<S²>   0.76
Energy relative to the best compared isomer or geometry (same formula, charge and spin)   52.42 kcal per mole
Multiplicity   2
HOMO energy (alpha / beta)   -10.2 / -10.2 eV
DFT total energy   -204144.45418 eV

Positions of all 67 atoms, in Å:
Ir -0.18 0.04 0.24
C -0.66 3.12 -0.54
N -0.42 1.87 -1.30
C 0.85 2.03 -2.04
C 1.41 0.73 -2.56
N 1.87 -0.08 -1.44
C 2.11 -1.48 -1.84
C 3.09 0.42 -0.86
C 4.21 0.73 -1.63
C 5.39 1.13 -1.03
C 5.48 1.25 0.35
C 4.38 0.94 1.12
C 3.18 0.53 0.52
S 1.84 0.15 1.57
C -1.52 1.56 -2.20
C -2.21 2.59 -2.85
C -3.29 2.33 -3.66
C -3.71 1.02 -3.86
C -3.02 -0.01 -3.25
C -1.93 0.25 -2.43
S -1.11 -1.13 -1.76
H -0.45 4.00 -1.14
H -0.01 3.14 0.32
H -1.70 3.15 -0.21
H 1.58 2.47 -1.35
H 0.71 2.73 -2.88
H 2.22 0.95 -3.26
H 0.65 0.18 -3.12
H 2.94 -1.56 -2.55
H 1.21 -1.90 -2.29
H 2.36 -2.07 -0.95
H 4.17 0.63 -2.70
H 6.26 1.33 -1.65
H 6.40 1.56 0.82
H 4.42 1.01 2.20
H -1.89 3.61 -2.73
H -3.81 3.15 -4.15
H -4.57 0.81 -4.48
H -3.33 -1.04 -3.40
Br -5.42 -0.14 0.03
C -4.44 0.99 1.18
C -5.09 1.87 2.04
C -4.37 2.69 2.87
Br -5.30 3.90 4.00
C -2.96 2.63 2.90
C -2.13 3.42 3.72
C -0.77 3.25 3.67
C -0.23 2.29 2.80
N -0.97 1.56 2.00
C -2.31 1.71 2.03
C -3.04 0.91 1.11
O -2.43 0.17 0.25
H -6.17 1.92 2.04
H -2.58 4.15 4.38
H -0.11 3.85 4.29
H 0.84 2.12 2.77
C -2.05 -3.40 3.33
C -1.00 -2.60 3.75
C -0.36 -1.81 2.82
N -0.71 -1.79 1.53
C -1.70 -2.58 1.12
C -2.40 -3.40 1.99
H -2.59 -4.02 4.04
H -0.68 -2.59 4.78
H 0.47 -1.17 3.11
H -1.94 -2.55 0.07
H -3.20 -4.02 1.61



ORCA calculation (ωB97M-V/def2-TZVPD) on a structure of composition C30H27Cl2N6O3PtS.

## Properties
Total charge   -1
<S²>   6.12
Energy relative to the best compared isomer or geometry (same formula, charge and spin)   0.00 kcal per mole
Multiplicity   5
HOMO energy (alpha / beta)   -2.7 / -5.4 eV
DFT total energy   -85758.07314 eV

Positions of all 70 atoms, in Å:
Pt -0.56 -0.05 0.26
Cl 6.84 -0.72 1.54
C 5.33 -0.55 0.70
C 4.28 0.07 1.34
C 3.04 0.22 0.70
N 1.90 0.69 1.25
C 1.78 1.18 2.47
O 2.62 1.42 3.35
C 0.33 1.56 2.77
C 0.10 2.35 3.89
C -1.19 2.74 4.20
C -2.23 2.33 3.39
C -1.93 1.54 2.30
N -0.68 1.17 1.98
C 2.91 -0.24 -0.68
C 4.01 -0.93 -1.28
C 5.19 -1.07 -0.61
Cl 6.52 -1.87 -1.39
N 1.76 -0.01 -1.26
C 1.39 -0.52 -2.50
O 2.05 -0.31 -3.54
C 0.11 -1.19 -2.50
C -0.34 -1.79 -3.69
C -1.47 -2.55 -3.73
C -2.21 -2.73 -2.52
C -1.78 -2.08 -1.40
N -0.67 -1.30 -1.34
H 4.40 0.43 2.35
H 0.96 2.62 4.49
H -1.38 3.36 5.07
H -3.26 2.59 3.59
H -2.71 1.16 1.65
H 3.90 -1.29 -2.29
H 0.28 -1.64 -4.57
H -1.80 -3.01 -4.65
H -3.09 -3.34 -2.47
H -2.34 -2.16 -0.47
O -2.57 -1.65 2.52
S -1.22 -2.21 2.41
N -0.23 -1.63 1.46
C -4.16 1.02 -0.87
C -3.68 1.85 -2.06
C -3.10 0.95 -3.16
C -2.71 2.95 -1.67
C -3.05 4.27 -1.87
C -2.16 5.30 -1.58
C -0.89 5.02 -1.09
C -0.48 3.72 -0.87
C 0.92 3.38 -0.44
C 1.85 3.35 -1.66
C 1.46 4.31 0.65
C -1.41 2.66 -1.12
N -1.07 1.42 -0.84
H -4.97 0.35 -1.18
H -4.55 1.66 -0.07
H -3.37 0.39 -0.46
H -4.55 2.36 -2.47
H -2.24 0.38 -2.80
H -2.79 1.53 -4.02
H -3.86 0.22 -3.48
H -4.02 4.50 -2.28
H -2.46 6.33 -1.75
H -0.20 5.83 -0.89
H 0.93 2.37 -0.03
H 1.93 4.35 -2.11
H 1.49 2.65 -2.41
H 2.85 3.03 -1.36
H 1.69 5.31 0.26
H 2.39 3.90 1.05
H 0.76 4.42 1.47



ORCA calculation (ωB97M-V/def2-TZVPD) on a structure of composition C30H27ILiN2O2P.

## Properties
Energy relative to the best compared isomer or geometry (same formula, charge and spin)   2.54 kcal per mole
Multiplicity   1
HOMO energy   -6.9 eV
DFT total energy   -56218.64745 eV

Positions of all 64 atoms, in Å:
Li 10.71 -6.82 12.95
O 15.06 -5.06 18.01
C 15.13 -4.44 16.72
C 14.08 -4.94 15.77
C 13.81 -4.20 14.61
C 12.89 -4.68 13.72
N 12.08 -5.76 13.90
C 12.25 -6.37 15.11
C 13.25 -6.01 16.05
C 11.40 -7.50 15.43
C 11.77 -8.41 16.43
C 10.92 -9.49 16.71
C 11.25 -10.57 17.75
O 12.41 -10.12 18.46
C 9.72 -9.64 15.98
C 9.46 -8.68 14.99
N 10.27 -7.65 14.67
H 15.86 -4.78 18.55
H 16.09 -4.57 16.16
H 14.97 -3.38 16.84
H 14.41 -3.25 14.39
H 12.71 -4.16 12.77
H 13.26 -6.45 17.04
H 12.69 -8.30 16.95
H 11.43 -11.51 17.16
H 10.35 -10.69 18.41
H 13.12 -10.84 18.42
H 9.09 -10.54 15.95
H 8.63 -8.79 14.30
C 7.36 -3.62 21.33
C 7.28 -2.39 20.69
C 7.60 -2.31 19.28
C 7.87 -3.43 18.54
C 8.11 -4.63 19.25
C 7.77 -4.73 20.60
P 7.80 -3.56 16.76
C 7.97 -1.82 16.32
C 9.16 -1.20 16.67
C 9.45 0.14 16.30
C 8.44 0.85 15.69
C 7.26 0.23 15.29
C 7.04 -1.09 15.60
C 6.09 -3.94 16.50
C 5.09 -3.39 17.28
C 3.75 -3.71 17.02
C 3.45 -4.50 15.90
C 4.48 -5.03 15.09
C 5.79 -4.71 15.39
H 7.19 -3.68 22.39
H 7.14 -1.39 21.17
H 7.51 -1.31 18.84
H 8.71 -5.43 18.82
H 7.78 -5.68 21.13
H 9.89 -1.73 17.33
H 10.44 0.55 16.50
H 8.56 1.91 15.37
H 6.48 0.79 14.80
H 6.05 -1.46 15.36
H 5.32 -2.82 18.19
H 3.01 -3.29 17.72
H 2.42 -4.62 15.65
H 4.19 -5.69 14.32
H 6.60 -5.16 14.82
I 9.03 -5.04 11.72



ORCA calculation (ωB97M-V/def2-TZVPD) on a structure of composition C30H27N2O8S2W.

## Properties
Total charge   +1
<S²>   2.01
Energy relative to the best compared isomer or geometry (same formula, charge and spin)   17.26 kcal per mole
Multiplicity   3
HOMO energy (alpha / beta)   -10.7 / -11.2 eV
DFT total energy   -74402.90986 eV

Positions of all 70 atoms, in Å:
W -0.45 -0.06 0.38
O -3.59 0.31 3.12
C -2.56 0.63 2.60
O -2.10 0.04 1.48
C -1.76 1.85 3.01
C -1.72 2.78 1.78
C -1.41 4.21 2.19
C 0.07 4.09 2.61
C 0.38 2.64 2.29
O -0.48 2.35 1.13
C -0.23 1.66 3.30
C 0.22 0.25 2.97
O -0.09 -0.71 3.62
O 0.93 0.18 1.82
H -2.28 2.31 3.85
H -2.54 2.66 1.09
H -1.53 4.89 1.34
H -2.07 4.54 2.99
H 0.71 4.75 2.03
H 0.23 4.31 3.67
H 1.42 2.43 2.04
H 0.02 1.87 4.34
C 3.03 -1.41 0.09
C 2.53 -0.38 -0.86
N 1.32 0.12 -0.90
C 1.16 1.01 -1.96
C 2.27 1.19 -2.70
S 3.53 0.22 -2.09
C -0.19 1.56 -2.16
C -0.65 2.27 -3.21
S -2.34 2.48 -3.05
C -2.36 1.60 -1.60
N -1.16 1.22 -1.23
C -3.66 1.29 -0.92
H 2.40 -1.46 0.98
H 4.05 -1.20 0.39
H 3.01 -2.39 -0.40
H 2.40 1.83 -3.56
H -0.11 2.63 -4.06
H -4.34 0.84 -1.65
H -4.14 2.21 -0.56
H -3.52 0.60 -0.10
O -0.10 -2.06 1.19
C -0.92 -3.14 0.62
C -0.93 -2.72 -0.86
O -0.86 -3.48 -1.78
O -0.99 -1.39 -1.00
C -2.32 -3.09 1.20
C -2.47 -3.25 2.58
C -3.72 -3.19 3.15
C -4.84 -2.99 2.36
C -4.70 -2.86 0.98
C -3.44 -2.91 0.41
C -0.23 -4.46 0.85
C 1.11 -4.54 1.22
C 1.72 -5.78 1.39
C 1.00 -6.94 1.18
C -0.33 -6.87 0.81
C -0.95 -5.64 0.65
H -0.21 -1.96 2.17
H -1.60 -3.44 3.21
H -3.83 -3.29 4.23
H -5.83 -2.94 2.81
H -5.57 -2.73 0.36
H -3.34 -2.81 -0.67
H 1.68 -3.64 1.39
H 2.76 -5.82 1.69
H 1.48 -7.91 1.31
H -0.90 -7.78 0.64
H -1.99 -5.59 0.36



ORCA calculation (ωB97M-V/def2-TZVPD) on a cluster of 3 separate species, C30H28BCl2FO10Si in total.

## Properties
Multiplicity   1
HOMO energy   -9.5 eV
DFT total energy   -88349.96480 eV

Positions of all 73 atoms, in Å:
C 6.89 -3.67 0.21
Si 6.33 -2.10 -0.73
C 7.78 -0.82 -0.81
C 6.03 -2.68 -2.57
C 4.83 -1.17 0.02
C 4.43 -1.26 1.55
C 5.29 -2.10 2.62
C 5.23 -1.45 4.11
O 4.86 -2.08 5.11
Cl 5.77 0.32 4.18
C 3.18 -0.53 2.14
C 2.23 0.36 1.24
C 0.94 1.03 1.92
C -0.25 -0.04 1.90
C -1.62 0.50 2.57
F -2.07 -0.43 3.60
C 2.63 0.48 -0.24
C 3.89 -0.25 -0.85
C 4.12 0.03 -2.41
O 5.21 0.28 -2.96
C 2.76 0.06 -3.28
Cl 2.75 -0.74 -4.92
C 1.61 0.72 -2.73
O 0.43 0.75 -3.53
B -0.77 0.53 -2.75
O -1.79 1.58 -2.83
O -1.03 -0.58 -1.89
C 1.71 1.35 -1.24
O 1.17 2.43 -0.90
H 7.69 -3.38 0.99
H 7.43 -4.34 -0.54
H 6.05 -4.24 0.73
H 8.74 -1.37 -1.09
H 7.55 -0.10 -1.68
H 7.96 -0.28 0.18
H 4.92 -2.76 -2.84
H 6.50 -3.74 -2.68
H 6.63 -2.01 -3.28
H 6.41 -2.06 2.34
H 4.96 -3.21 2.66
H 2.86 -0.61 3.24
H 1.22 1.18 3.04
H 0.67 2.06 1.50
H -0.51 -0.45 0.86
H 0.05 -0.96 2.54
H -1.46 1.53 3.07
H -2.46 0.54 1.79
H -1.31 2.37 -2.47
H -1.50 -0.18 -1.12
C -5.05 3.14 -3.47
C -4.98 2.15 -4.37
C -6.20 1.52 -4.92
O -6.13 0.62 -5.74
C -7.50 2.03 -4.44
C -7.58 3.01 -3.55
C -6.36 3.64 -2.99
O -6.43 4.54 -2.18
H -4.17 3.61 -3.06
H -4.03 1.77 -4.73
H -8.38 1.56 -4.86
H -8.52 3.40 -3.19
C -6.09 -0.17 4.95
C -5.26 0.23 3.98
C -5.74 0.47 2.61
O -4.98 0.83 1.73
C -7.18 0.25 2.34
C -8.01 -0.15 3.30
C -7.53 -0.39 4.68
O -8.29 -0.75 5.56
H -5.75 -0.35 5.96
H -4.20 0.40 4.16
H -7.51 0.43 1.32
H -9.06 -0.31 3.12



ORCA calculation (ωB97M-V/def2-TZVPD) on a structure of composition C30H28BF15GeN2O2STa.

## Properties
Total charge   +3
Energy relative to the best compared isomer or geometry (same formula, charge and spin)   0.00 kcal per mole
Multiplicity   1
HOMO energy   -16.6 eV
DFT total energy   -148953.75057 eV

Positions of all 81 atoms, in Å:
Ta 0.76 -1.10 0.54
C 3.33 -2.07 -0.77
N 1.94 -2.61 -0.51
C 1.39 -3.04 -1.85
C 2.03 -3.82 0.38
C 1.83 -3.44 1.84
N 0.55 -2.67 2.04
C 0.48 -2.28 3.49
C -0.65 -3.55 1.76
H 3.87 -2.80 -1.37
H 3.85 -1.91 0.17
H 3.27 -1.13 -1.32
H 2.07 -3.78 -2.27
H 1.35 -2.18 -2.52
H 0.40 -3.46 -1.72
H 3.01 -4.29 0.25
H 1.28 -4.55 0.05
H 2.64 -2.81 2.20
H 1.82 -4.34 2.46
H 0.54 -3.19 4.09
H -0.46 -1.78 3.69
H 1.32 -1.63 3.74
H -0.58 -4.44 2.39
H -0.70 -3.85 0.72
H -1.55 -3.01 2.02
C -3.60 -3.01 -0.71
C -2.68 -2.20 -1.60
C -2.36 -2.96 -2.87
O -1.36 -2.10 -0.82
B -1.20 -0.78 -0.55
O -2.09 0.09 -1.01
C -3.10 -0.68 -1.80
C -2.98 -0.19 -3.23
C -4.45 -0.33 -1.22
H -3.19 -4.01 -0.56
H -4.58 -3.12 -1.17
H -3.74 -2.54 0.27
H -2.03 -3.97 -2.63
H -1.60 -2.46 -3.47
H -3.26 -3.05 -3.48
H -1.98 -0.33 -3.63
H -3.21 0.88 -3.25
H -3.69 -0.69 -3.88
H -4.52 -0.56 -0.16
H -5.25 -0.86 -1.75
H -4.63 0.74 -1.36
F 1.09 0.05 -1.36
C 1.61 1.29 -1.86
C 1.61 2.42 -1.06
C 2.09 3.56 -1.70
F 2.14 4.70 -1.03
C 2.53 3.56 -3.02
F 2.98 4.66 -3.56
C 2.51 2.38 -3.75
F 2.93 2.36 -4.99
C 2.04 1.21 -3.16
F 1.99 0.07 -3.83
Ge 1.14 2.45 0.83
S 2.16 0.40 1.42
C 2.02 3.73 1.90
C 3.37 3.98 1.69
F 4.01 3.28 0.73
C 4.07 4.91 2.42
F 5.35 5.13 2.20
C 3.39 5.62 3.42
F 4.04 6.51 4.13
C 2.04 5.39 3.66
F 1.42 6.06 4.61
C 1.37 4.45 2.90
F 0.08 4.24 3.15
C -0.74 2.18 1.16
C -1.38 1.10 1.72
F -0.67 -0.09 2.01
C -2.74 1.02 1.96
F -3.28 -0.09 2.43
C -3.52 2.12 1.63
F -4.81 2.08 1.81
C -2.92 3.25 1.06
F -3.66 4.28 0.74
C -1.56 3.25 0.84
F -0.98 4.33 0.31